# 1
Computed, not measured: C27H22Cl2N5OSe4W as an isolated structure, with ωB97M-V/def2-TZVPD.

Last column: natural (NBO) charge in e.
CARTESIAN COORDINATES (ANGSTROEM)
W: 1.1151 0.6334 0.1735  0.940
C: -1.9402 -0.0254 1.2418  -0.272
N: -0.5520 -0.0267 1.7765  -0.444
C: -0.3848 -1.3848 2.4046  -0.249
C: -0.3426 -2.5542 1.4618  0.178
C: -1.2639 -3.5871 1.5415  -0.235
C: -1.0664 -4.7095 0.7484  -0.148
C: 0.0402 -4.7564 -0.0802  -0.239
C: 0.8980 -3.6636 -0.0979  0.068
N: 0.7066 -2.5856 0.6511  -0.446
C: -0.4424 0.9173 2.9176  -0.266
C: -0.0582 2.3143 2.5473  0.248
C: -0.4683 3.3725 3.3364  -0.237
C: -0.0168 4.6494 3.0515  -0.111
C: 0.8261 4.8225 1.9684  -0.234
C: 1.1730 3.7220 1.2106  0.069
N: 0.7501 2.4818 1.4891  -0.476
C: -2.3211 1.2082 0.4819  0.216
C: -3.6597 1.5309 0.3036  -0.238
C: -3.9769 2.6442 -0.4532  -0.133
C: -2.9482 3.4025 -0.9922  -0.243
C: -1.6448 3.0062 -0.7579  0.069
N: -1.3370 1.9306 -0.0384  -0.437
H: -2.0404 -0.8858 0.5810  0.265
H: -2.6230 -0.1700 2.0852  0.208
H: 0.5477 -1.3756 2.9670  0.240
H: -1.2041 -1.5152 3.1186  0.206
H: -2.1087 -3.5247 2.2155  0.224
H: -1.7628 -5.5365 0.7860  0.233
H: 0.2383 -5.6183 -0.7019  0.235
H: 1.7659 -3.6506 -0.7503  0.198
H: -1.3747 0.9220 3.4876  0.220
H: 0.3488 0.5478 3.5729  0.256
H: -1.1366 3.1863 4.1661  0.237
H: -0.3222 5.4908 3.6588  0.240
H: 1.2052 5.7950 1.6906  0.246
H: 1.7924 3.8348 0.3323  0.242
H: -4.4325 0.9156 0.7461  0.229
H: -5.0101 2.9205 -0.6162  0.234
H: -3.1481 4.2827 -1.5864  0.238
H: -0.8084 3.5580 -1.1723  0.221
Se: 1.4091 2.1755 -1.6141  -0.144
Se: 3.4461 1.6318 0.3582  0.383
Se: 5.1680 0.9822 -0.8498  -0.323
Se: 2.6753 -0.0243 1.9575  -0.156
Cl: -2.6016 -0.7614 -2.7189  0.037
C: -0.9417 -1.1283 -3.0133  -0.085
C: -0.5319 -1.6524 -4.2540  -0.218
C: 0.7844 -1.9645 -4.4716  -0.037
Cl: 1.2673 -2.6329 -5.9904  0.042
C: 1.7568 -1.7743 -3.4605  -0.049
C: 3.1131 -2.1973 -3.4884  -0.100
C: 3.8653 -2.0718 -2.3585  -0.264
C: 3.3467 -1.4194 -1.2149  0.131
N: 2.1298 -0.9234 -1.1894  -0.470
C: 1.3286 -1.2178 -2.2553  0.090
C: -0.0135 -0.8871 -2.0364  0.334
O: -0.2822 -0.3893 -0.8316  -0.712
H: -1.2654 -1.8203 -5.0296  0.254
H: 3.5252 -2.6523 -4.3787  0.245
H: 4.8833 -2.4319 -2.3241  0.246
H: 3.9248 -1.3599 -0.3029  0.245

## Properties
F_max in eV Å⁻¹: 2.87
E_tot in a.u.: -11984.1897
Charge: +1

# 2
Computed, not measured: an isolated molecule of C27H22ClN3O6, with ωB97M-V/def2-TZVPD.

Last column: natural (NBO) charge in e.
CARTESIAN COORDINATES (ANGSTROEM)
O: -2.1249 -4.3102 2.7750  -0.611
C: -1.3963 -3.6466 2.0691  0.657
C: 0.0857 -4.0284 1.9224  -0.176
O: 0.9345 -2.8966 1.7663  -0.511
C: 1.6265 -2.7882 0.6352  0.823
O: 1.6384 -3.6016 -0.2496  -0.595
C: 2.5069 -1.5303 0.6098  -0.133
C: 2.2749 -0.5883 1.8059  -0.429
C: 3.0529 0.6731 1.6222  -0.119
C: 4.3534 0.9056 1.9646  -0.021
N: 4.7318 2.1574 1.5599  -0.523
C: 3.6746 2.7642 0.9450  0.120
C: 3.5668 4.0201 0.3602  -0.242
C: 2.3547 4.3600 -0.2006  -0.218
C: 1.2681 3.4806 -0.1732  -0.227
C: 1.3677 2.2365 0.4062  -0.219
C: 2.5886 1.8558 0.9652  -0.041
N: 2.2532 -0.8527 -0.6469  -0.586
C: 0.9901 -0.6770 -1.0726  0.681
O: 0.0453 -1.1730 -0.4721  -0.688
C: 0.7992 0.1373 -2.2993  -0.095
C: 1.6827 1.1426 -2.6852  -0.177
C: 1.4250 1.9014 -3.8107  -0.238
C: 0.2835 1.6532 -4.5595  -0.020
Cl: -0.0295 2.5984 -5.9672  0.020
C: -0.6110 0.6617 -4.1843  -0.235
C: -0.3518 -0.0846 -3.0522  -0.157
N: -1.7438 -2.5712 1.3354  -0.611
C: -2.9961 -1.9582 1.2260  0.142
C: -4.1186 -2.4029 1.9141  -0.247
C: -5.3474 -1.7623 1.7786  -0.243
C: -5.4113 -0.6765 0.9410  0.203
C: -4.2851 -0.2294 0.2483  0.308
C: -3.0687 -0.8470 0.3712  -0.315
O: -4.6214 0.8610 -0.5137  -0.495
C: -5.9942 1.0877 -0.2756  0.238
O: -6.4834 0.1250 0.6304  -0.482
H: 0.3922 -4.5618 2.8259  0.216
H: 0.1972 -4.6899 1.0541  0.235
H: 3.5480 -1.8705 0.5972  0.233
H: 1.2114 -0.3593 1.8711  0.237
H: 2.5757 -1.1012 2.7193  0.233
H: 5.0440 0.2648 2.4791  0.211
H: 5.6310 2.5761 1.7247  0.414
H: 4.4030 4.7036 0.3500  0.214
H: 2.2361 5.3273 -0.6652  0.215
H: 0.3334 3.7889 -0.6168  0.216
H: 0.5186 1.5704 0.4280  0.218
H: 3.0246 -0.4448 -1.1459  0.415
H: 2.5567 1.3725 -2.0945  0.219
H: 2.1018 2.6878 -4.1052  0.232
H: -1.4996 0.4840 -4.7687  0.233
H: -1.0384 -0.8555 -2.7366  0.238
H: -1.0251 -2.1335 0.7644  0.444
H: -4.0330 -3.2587 2.5614  0.257
H: -6.2171 -2.1068 2.3114  0.227
H: -2.2003 -0.5027 -0.1648  0.244
H: -6.5489 1.0163 -1.2255  0.154
H: -6.1324 2.0965 0.1472  0.154

## Properties
F_max in eV Å⁻¹: 1.25
E_tot in a.u.: -2118.0662
SMILES string: O=C(COC(=O)[C@H](Cc1c[nH]c2ccccc12)NC(=O)c1ccc(Cl)cc1)Nc1ccc2c(c1)OCO2
Charge: 0

# 3
Computed, not measured: C27H22Co2NO6 as an isolated structure, with ωB97M-V/def2-TZVPD.

Last column: natural (NBO) charge in e.
CARTESIAN COORDINATES (ANGSTROEM)
C: -1.8267 2.6167 -2.8041  -0.212
C: -2.3953 1.4491 -2.2971  -0.223
C: -1.5751 0.3899 -1.9171  -0.228
C: -0.1899 0.5532 -1.8820  0.094
C: 0.7508 -0.4672 -1.2507  -0.288
C: 0.0615 -1.7030 -0.6305  0.128
N: 0.5626 -2.9010 -0.9147  -0.414
C: 1.4170 -3.1481 -2.0896  -0.205
C: 1.7205 -4.6482 -2.0736  -0.412
C: 1.2339 -5.1919 -0.7261  -0.409
C: 0.3144 -4.1196 -0.1262  -0.200
C: -1.0666 -1.5693 0.2772  -0.130
C: -1.2433 -0.4230 1.0953  -0.192
C: -2.3208 -0.3332 1.9742  -0.204
C: -3.2844 -1.3484 2.0088  -0.300
C: -3.1938 -2.4314 1.1294  -0.220
C: -2.1269 -2.5147 0.2400  -0.253
C: 0.3734 1.6636 -2.5155  -0.234
C: -0.4389 2.6886 -2.9782  -0.232
H: -2.4582 3.4613 -3.0840  0.205
H: -3.4817 1.3486 -2.1986  0.208
H: -2.0278 -0.5483 -1.6033  0.233
H: 1.3367 -0.8472 -2.1047  0.225
H: 0.8882 -2.8600 -3.0111  0.183
H: 2.3512 -2.5688 -2.0389  0.179
H: 1.1855 -5.1263 -2.9003  0.199
H: 2.7898 -4.8189 -2.2189  0.205
H: 0.6862 -6.1310 -0.8479  0.202
H: 2.0731 -5.3770 -0.0486  0.200
H: 0.4795 -3.9646 0.9521  0.205
H: -0.7197 -4.4648 -0.2481  0.176
H: -0.5212 0.3912 1.0249  0.202
H: -2.4160 0.5318 2.6340  0.206
H: -4.1203 -1.2799 2.7098  0.196
H: -3.9561 -3.2144 1.1224  0.196
H: -2.1358 -3.2896 -0.5297  0.193
H: 1.4582 1.7252 -2.6371  0.206
H: 0.0127 3.5463 -3.4789  0.207
O: 0.4464 1.0033 5.1214  -0.528
C: 0.5174 1.7999 4.2848  0.561
Co: 0.6296 3.0276 3.0070  -0.121
C: -1.0452 3.1429 2.4448  0.494
O: -2.1440 3.2409 2.1057  -0.529
C: 0.6246 4.1219 4.3838  0.554
O: 0.6134 4.8488 5.2823  -0.528
C: 1.5383 1.6671 1.8021  -0.479
C: 1.4405 1.3220 0.4911  -0.071
C: 1.7661 0.1378 -0.3134  -0.495
Co: 1.4624 3.1028 0.7134  -0.035
C: 0.1063 3.8726 -0.1373  0.559
O: -0.7369 4.4949 -0.6254  -0.538
C: 2.8587 3.7988 -0.1048  0.586
O: 3.7911 4.3596 -0.4951  -0.533
C: 1.3868 4.5231 1.9530  0.377
O: 1.6703 5.6580 2.0672  -0.588
H: 2.0915 1.0546 2.5327  0.188
H: 2.6681 0.3967 -0.9088  0.232
H: 2.1180 -0.6489 0.3826  0.198

## Properties
F_max in eV Å⁻¹: 4.24
E_tot in a.u.: -4313.6350
Charge: -1

# 4
Computed, not measured: a 2-piece molecular cluster, C27H22F2N overall, with ωB97M-V/def2-TZVPD.

Last column: natural (NBO) charge in e.
CARTESIAN COORDINATES (ANGSTROEM)
F: 5.7805 1.5332 3.0198  -0.309
C: 4.4350 1.5786 2.7159  0.382
C: 3.7144 2.7129 3.0714  -0.141
C: 2.3391 2.6823 2.7750  -0.216
C: 1.7677 1.6356 2.0620  -0.104
C: 2.5205 0.4732 1.6577  -0.075
C: 1.9199 -0.5396 0.8342  0.138
C: 2.3995 -1.8578 0.4888  -0.162
C: 1.5180 -2.8914 -0.0032  -0.108
C: 1.9765 -4.1533 -0.3711  -0.208
C: 3.3369 -4.5014 -0.3033  -0.157
C: 4.1845 -3.5159 0.1893  0.381
F: 5.5104 -3.8397 0.3906  -0.309
C: 3.7827 -2.2233 0.5097  -0.170
C: 3.8850 0.4693 2.0830  -0.191
H: 4.1888 3.5418 3.5967  0.264
H: 1.7348 3.5313 3.1158  0.251
H: 0.7020 1.6756 1.8247  0.241
H: 0.9687 -0.2517 0.4123  0.260
H: 0.4439 -2.6943 -0.0489  0.236
H: 1.2855 -4.9251 -0.7311  0.249
H: 3.7083 -5.4900 -0.5734  0.264
H: 4.5318 -1.4881 0.7691  0.228
H: 4.5042 -0.3986 1.9131  0.231
C: -4.4604 -0.1410 2.9212  -0.208
C: -4.5259 -1.1029 1.9109  -0.195
C: -3.5384 -1.1587 0.9387  -0.208
C: -2.4918 -0.2354 0.9656  -0.050
C: -1.3186 -0.5877 0.0775  -0.246
N: -0.8014 0.5184 -0.7285  -0.545
C: -0.9056 0.4814 -2.0047  0.249
C: -1.5432 1.3624 -3.0446  -0.150
C: -0.9836 1.3841 -4.3416  -0.162
C: -1.5998 2.0704 -5.3965  -0.216
C: -2.8309 2.7118 -5.1869  -0.172
C: -3.4488 2.6238 -3.9266  -0.214
C: -2.8048 1.9791 -2.8615  -0.160
C: -2.4543 0.7940 1.9148  -0.158
C: -3.4430 0.8174 2.9105  -0.215
H: -5.2148 -0.1452 3.7007  0.226
H: -5.3092 -1.8481 1.8889  0.223
H: -3.4951 -1.9432 0.1805  0.210
H: -0.5632 -0.9696 0.7728  0.167
H: -1.6139 -1.4261 -0.5651  0.186
H: -0.4844 -0.4248 -2.5003  0.121
H: -0.0829 0.7988 -4.5330  0.212
H: -1.1376 2.0892 -6.3909  0.228
H: -3.2954 3.2718 -6.0078  0.229
H: -4.4481 3.0576 -3.8053  0.229
H: -3.3102 1.8808 -1.8983  0.229
H: -1.6384 1.5228 1.9069  0.198
H: -3.3947 1.5552 3.7046  0.220

## Properties
F_max in eV Å⁻¹: 2.91
E_tot in a.u.: -1296.1836
Charge: +1